[1]
23
Properties=species:S:1:pos:R:3:forces:R:3:nbo_charge:R:1 method="wB97M-V/def2-TZVPD" e_above_lowest_kcal_mol=48.6 charge=+2 homo_lumo_gap_ev="7.740 / 5.955" s2=2.028 multiplicity=3 mol_weight_da=302.9
O 0.03658 3.29641 0.30011 -0.5 -1.4 -0.9 -0.3376
C -0.17697 2.32414 -0.22952 0.6 1.0 0.9 0.4953
Ni -0.00972 -0.13643 -0.51870 -0.4 3.0 3.1 0.6943
O -0.01182 0.01977 -3.38597 0.1 -1.2 4.6 -0.2594
C 0.00617 -0.19898 -2.25412 -0.1 1.5 -9.6 0.4824
C 0.07872 -1.84871 -0.19206 0.1 -9.9 1.9 0.4796
O 0.14189 -2.97409 0.06380 -0.2 4.6 -1.0 -0.2919
C -1.78016 -0.21646 -0.30483 -9.1 2.9 3.0 0.4959
O -2.83669 0.07549 0.07797 4.7 -1.9 -2.0 -0.2790
C 1.73368 -0.24235 -0.25003 8.8 2.3 2.4 0.4877
O 2.83140 -0.13074 0.07521 -4.0 -0.9 -1.4 -0.2728
N 0.00385 0.00075 7.45940 0.0 0.0 -2.6 -0.1179
C 0.00071 0.00365 6.29008 0.0 0.0 2.7 0.1913
C 0.00047 0.00664 4.86044 -0.1 -0.1 -0.3 -0.0529
C -0.84093 -0.85748 4.15884 -0.1 -0.1 -0.9 -0.1519
C -0.81502 -0.83103 2.75418 -0.5 -0.5 1.0 0.0202
N -0.00847 -0.00205 2.09971 0.3 0.2 -1.3 -0.4569
C 0.81233 0.83656 2.74532 0.1 0.1 1.0 0.0344
C 0.83811 0.86512 4.15226 0.2 0.2 -1.0 -0.1623
H -1.50801 -1.54189 4.67460 0.1 0.1 -0.1 0.2784
H -1.47166 -1.50326 2.17283 0.4 0.4 0.4 0.2165
H 1.46976 1.49908 2.16393 -0.4 -0.4 0.3 0.2267
H 1.50829 1.54897 4.66763 -0.1 -0.1 -0.1 0.2801


[2]
108
Properties=species:S:1:pos:R:3:forces:R:3:mulliken_charge:R:1 method="wB97M-V/def2-TZVPD" e_above_lowest_kcal_mol=0.0 charge=0 homo_lumo_gap_ev=8.008 multiplicity=1 mol_weight_da=690.6
N -3.38199 3.42657 0.36351 -0.5 -0.1 -0.4 -0.5751
C -2.73980 2.62346 -0.65475 0.1 0.2 0.6 -0.8189
C -1.43873 1.93141 -0.22185 -0.1 0.3 -0.5 0.2241
C -1.62968 0.44823 -0.08715 -0.1 -0.3 0.4 -1.0179
N -0.39193 -0.26238 0.33008 0.0 -0.3 -0.4 1.0041
C 0.77354 0.03229 -0.42211 -0.1 0.6 0.4 -0.0844
O 0.93045 -0.25955 -1.57231 -0.2 -0.3 -1.0 -0.8087
C 1.71140 0.73791 0.46846 0.1 -0.4 -0.6 0.6844
C 2.87884 1.39753 0.19975 0.2 -0.1 -0.3 -0.7241
C 3.55139 1.94938 1.27123 0.1 0.1 -0.7 -0.2899
C 3.04512 1.83809 2.54303 0.6 0.4 0.6 -0.5355
C 1.88287 1.16602 2.80489 -0.3 -0.2 0.6 -1.3137
C 1.23255 0.62124 1.73883 -0.4 -0.3 0.4 0.7523
C -0.02148 -0.14420 1.68861 0.3 0.4 -0.4 -0.1777
O -0.60748 -0.64230 2.59666 -1.0 -0.4 1.0 -0.6131
H -3.83262 2.88147 1.07763 0.1 0.0 0.3 0.2372
H -2.75372 4.08552 0.78738 0.1 0.1 0.2 0.3262
H -2.54558 3.26818 -1.48612 0.2 0.2 -0.5 -0.1115
H -3.45283 1.88883 -1.00801 -0.2 -0.2 -0.2 0.6032
H -1.10696 2.37543 0.70638 0.1 0.1 0.4 0.2416
H -0.67272 2.16566 -0.95011 0.3 -0.1 -0.2 0.3836
H -2.01334 0.02189 -0.99880 0.0 -0.2 -0.4 0.0719
H -2.37592 0.24718 0.66919 -0.2 -0.2 0.3 0.3379
H 3.23403 1.46646 -0.80740 0.2 0.1 -0.4 0.6551
H 4.46973 2.47540 1.11412 0.4 0.2 0.0 0.5180
H 3.58681 2.29146 3.34484 0.1 0.1 0.4 0.3710
H 1.49036 1.06862 3.79752 -0.1 0.0 0.4 0.6354
O -2.61220 -2.83484 -0.38245 -0.3 -0.1 0.0 -0.5339
H -2.74063 -2.56379 -1.30525 -0.1 0.0 0.1 0.3222
H -1.92261 -2.25018 -0.05866 0.2 0.0 0.1 0.2668
O -3.43504 -2.17732 -3.19031 0.2 0.1 -0.1 -0.6288
H -3.02033 -2.95248 -3.58194 0.2 0.1 -0.1 0.2817
H -4.02052 -1.83341 -3.87744 -0.4 -0.1 0.3 0.2662
O -0.46431 -2.94859 -2.36505 0.3 -0.1 0.0 -0.4447
H -0.09945 -3.70572 -1.89372 0.0 0.1 0.2 0.3014
H -0.10555 -2.18508 -1.88276 -0.1 0.0 -0.3 0.1151
O 1.82141 -2.99681 3.21083 0.0 -0.1 -0.3 -0.5627
H 1.94495 -2.64269 2.32174 0.0 0.1 0.0 0.2908
H 0.87178 -2.91661 3.36491 0.0 0.1 0.1 0.2714
O -1.11571 -6.31645 -3.09501 0.0 0.2 0.0 -0.6278
H -1.34602 -5.38754 -2.97093 0.0 0.0 0.0 0.2354
H -0.58403 -6.53419 -2.32016 0.0 0.0 0.0 0.3386
O -3.10221 -7.24132 -0.56571 0.1 0.0 -0.1 -0.6387
H -3.22011 -7.48860 -1.48881 -0.1 0.0 0.0 0.3361
H -3.18728 -6.28218 -0.55501 0.0 0.0 0.1 0.3064
O 0.15121 4.13968 -2.13413 -0.1 -0.2 0.0 -0.5635
H -0.02803 3.82123 -3.02496 0.0 -0.1 0.0 0.3163
H 0.97996 4.62447 -2.22717 -0.1 0.2 -0.2 0.2065
O -1.35289 -6.10142 -6.18951 0.1 0.0 -0.1 -0.6569
H -0.48437 -6.37345 -6.50423 0.0 -0.1 0.0 0.3321
H -1.30449 -6.22958 -5.23473 0.0 0.0 0.1 0.3147
O -3.53636 4.23560 3.18572 0.0 0.0 0.2 -0.6063
H -3.77736 5.17011 3.21639 0.1 0.1 -0.2 0.3185
H -3.04308 4.08139 3.99580 0.0 0.0 0.0 0.2870
O -3.49979 -2.96695 2.69383 0.1 0.0 -0.1 -0.6616
H -3.66175 -3.19297 1.76989 0.0 0.0 -0.1 0.3317
H -2.68844 -2.45023 2.65780 0.0 0.1 0.1 0.3124
O 1.73243 6.47063 -3.13890 0.2 -0.1 0.1 -0.6036
H 1.63255 7.25957 -3.68859 -0.2 0.0 0.1 0.3265
H 1.58743 6.80616 -2.24868 -0.1 0.1 0.0 0.3002
O 4.36609 2.55767 5.43366 0.1 0.1 -0.3 -0.5926
H 4.61163 1.71781 5.84021 0.1 -0.1 0.1 0.2967
H 4.81044 3.20364 5.99262 0.0 -0.1 0.2 0.2692
O 4.09821 -2.63216 4.98159 0.0 -0.1 0.0 -0.5735
H 4.54158 -3.46458 5.17538 0.0 0.0 0.0 0.3133
H 3.51582 -2.82786 4.23362 -0.2 0.2 0.1 0.3003
O -3.63787 7.30803 2.43378 -0.1 0.0 0.1 -0.6308
H -3.71138 7.43593 1.48264 0.0 -0.1 -0.1 0.3204
H -2.96601 7.93454 2.71582 0.0 0.0 0.0 0.3110
O -2.02430 6.14102 -1.49319 0.1 0.1 -0.1 -0.5908
H -1.63282 5.30513 -1.78610 0.2 0.1 0.2 0.3001
H -2.63220 6.35798 -2.20392 -0.2 -0.1 0.1 0.3022
O -1.33738 0.19376 -3.59024 -0.5 0.0 0.1 -0.6691
H -0.86116 0.08257 -2.76006 0.2 -0.1 -0.1 0.3482
H -2.15185 -0.32406 -3.47341 0.4 0.0 0.0 0.3817
O -1.03857 -9.27456 -2.59417 0.1 0.0 0.0 -0.6394
H -1.14986 -8.45693 -3.09111 -0.1 0.0 0.0 0.3491
H -1.23359 -9.04052 -1.68032 -0.1 0.0 0.0 0.3172
O 6.00852 3.16549 2.84962 -0.1 0.0 0.1 -0.6015
H 5.52703 2.96217 3.66668 0.1 0.0 0.1 0.4061
H 6.83613 3.55484 3.14319 0.0 0.0 0.0 0.2900
O 1.79237 -4.37908 0.31580 0.1 0.1 -0.1 -0.5790
H 2.60516 -4.67689 -0.11146 0.0 0.0 0.0 0.3257
H 1.94685 -4.54845 1.25280 -0.1 -0.1 0.0 0.2744
O 0.66714 9.07955 -3.89531 0.1 0.0 -0.2 -0.6642
H 0.88536 9.35628 -4.79105 0.0 0.1 0.0 0.3249
H -0.29008 9.15499 -3.83769 0.0 -0.1 0.1 0.3206
O -1.28200 -4.39947 -8.64113 0.1 0.1 0.0 -0.6289
H -2.22035 -4.52554 -8.80220 0.0 0.0 0.0 0.3004
H -1.15845 -4.71655 -7.73780 -0.2 0.0 0.0 0.3640
O 6.19621 2.61810 7.66788 0.1 0.1 0.1 -0.5750
H 6.42383 1.77032 8.06271 -0.1 -0.1 -0.1 0.2863
H 6.63605 3.27256 8.21823 0.0 0.0 0.0 0.2807
O 4.67317 -0.33060 6.92594 -0.1 0.2 0.0 -0.6295
H 5.11631 -1.15527 7.14147 0.1 0.0 0.0 0.3052
H 4.11373 -0.58360 6.18199 0.0 -0.2 0.0 0.3050
O 3.79067 -3.17357 -1.76546 -0.2 -0.1 0.1 -0.6270
H 3.92431 -2.80023 -2.64158 0.1 0.0 0.0 0.3039
H 2.84383 -3.07962 -1.61259 0.0 0.2 0.0 0.3133
O -5.99276 -1.31451 -4.58876 0.2 0.1 -0.2 -0.5974
H -5.75682 -0.91022 -5.43005 -0.1 0.0 0.0 0.2997
H -6.95324 -1.28640 -4.56925 0.0 -0.1 0.1 0.2870
O -3.78546 4.20161 -3.14547 0.0 0.2 -0.3 -0.5418
H -3.56648 4.49784 -4.03478 0.0 -0.1 -0.1 0.2755
H -4.74596 4.24118 -3.10552 0.0 0.0 0.1 0.2573
O 2.72872 -5.47965 5.82247 0.1 0.1 -0.1 -0.6289
H 2.54846 -4.67854 5.31870 -0.1 0.0 0.0 0.2985
H 2.72949 -5.19038 6.73949 0.0 0.0 0.0 0.3170